No. 1
C2H9GaInPS | the ωB97M-V functional and the def2-TZVPD basis

```
! wB97M-V def2-TZVPD RIJCOSX def2/J DEFGRID3
* xyz 2 1
C -1.30 -0.24 1.44
C 0.21 -0.51 1.26
Ga 0.52 -0.74 -0.83
P 0.37 1.43 -1.91
S -1.43 0.75 -2.11
H -1.83 -0.16 0.49
H -1.75 -1.08 1.97
H -1.48 0.67 2.00
H 0.50 -1.47 1.69
H 0.78 0.31 1.72
H 1.78 -1.53 -1.35
H -0.80 -1.52 -1.31
H 1.14 1.57 -3.07
H 0.53 2.55 -1.07
In 2.77 -0.04 1.07
*
```

The calculation puts the HOMO energy at -18.055 eV.

No. 2
C3H6NO2 | the ωB97M-V functional and the def2-TZVPD basis

```
! wB97M-V def2-TZVPD RIJCOSX def2/J DEFGRID3
* xyz -1 1
N -1.10 -2.07 -0.70
C -0.80 -1.12 0.40
C 0.56 -0.45 0.32
C 0.53 1.09 0.11
O -0.58 1.67 0.15
O 1.66 1.61 -0.04
H -0.25 -2.40 -1.13
H -1.61 -1.57 -1.41
H -0.95 -1.64 1.35
H -1.53 -0.34 0.39
H 1.22 -0.71 1.15
H 1.16 -0.78 -0.54
*
```

The calculation puts the HOMO energy at -3.877 eV. As for the SMILES: NCCC(=O)[O-].

No. 3
C3H7BrFN3 | the ωB97M-V functional and the def2-TZVPD basis

```
! wB97M-V def2-TZVPD RIJCOSX def2/J DEFGRID3
* xyz 0 1
N 1.35 -1.64 -0.30
C 2.69 -1.26 -0.18
F 3.64 -2.19 0.11
C 3.10 0.02 -0.12
Br 4.94 0.66 -0.12
H 0.77 -0.86 -0.34
H 1.13 -2.37 0.34
H 2.54 0.94 -0.16
C -1.21 0.89 -0.87
N -0.63 0.27 0.07
N -0.78 0.52 1.36
H -0.95 0.71 -1.85
H -1.96 1.51 -0.51
H -1.51 1.36 1.56
H -1.00 -0.23 1.99
*
```

The calculation puts the HOMO energy at -8.113 eV. As for the SMILES: N/C(F)=C/Br.C=NN.

No. 4
C7H10 | the ωB97M-V functional and the def2-TZVPD basis

```
! wB97M-V def2-TZVPD RIJCOSX def2/J DEFGRID3
* xyz 0 1
C -1.44 -1.92 0.04
C -1.53 -0.40 0.01
C -0.25 0.24 0.44
C 0.77 -0.40 1.08
C 1.93 0.10 0.61
C 1.68 1.08 -0.53
C 0.24 1.57 -0.10
H -0.61 -2.26 -0.59
H -2.36 -2.39 -0.32
H -1.23 -2.27 1.06
H -1.76 -0.04 -1.01
H -2.37 -0.04 0.63
H 2.92 -0.04 1.04
H 2.43 1.87 -0.60
H 1.61 0.60 -1.52
H -0.38 1.97 -0.91
H 0.35 2.34 0.67
*
```

The calculation puts the HOMO energy (alpha / beta) at -7.931 / -7.929 eV. As for the SMILES: CCC1=C=CCC1.

No. 5
C7H11N2 | the ωB97M-V functional and the def2-TZVPD basis

```
! wB97M-V def2-TZVPD RIJCOSX def2/J DEFGRID3
* xyz 1 3
C 1.48 -1.68 -1.01
C 0.15 -2.04 -1.05
C 1.64 -0.68 -0.10
C -0.88 -1.18 -0.50
C -0.69 -0.95 0.89
C -0.51 0.22 -0.89
C 0.52 0.23 0.24
N -1.57 1.17 -0.56
N 0.59 1.46 0.99
H 2.25 -2.26 -1.22
H -0.10 -3.07 -1.31
H 2.55 -0.56 0.42
H -1.53 -0.51 1.39
H -0.27 -1.81 1.56
H -0.09 0.26 -1.88
H -1.80 1.99 -1.15
H -2.40 0.64 -0.41
H 1.12 1.50 1.96
H -1.01 1.59 0.16
H 0.98 2.30 0.57
*
```

The expectation value of S² is 2.031. The calculation puts the HOMO energy (alpha / beta) at -10.707 / -13.855 eV.

No. 6
C9H22N3OPSi | the ωB97M-V functional and the def2-TZVPD basis

```
! wB97M-V def2-TZVPD RIJCOSX def2/J DEFGRID3
* xyz 0 1
C 4.13 -0.16 1.14
C 3.40 -0.43 -0.33
N 1.92 -0.15 -0.33
C 1.41 -0.20 -1.75
C 0.16 -1.23 -2.01
Si -1.36 -0.98 -0.83
N -1.68 0.78 -0.46
C -2.89 0.82 0.24
C -3.00 1.08 1.87
C -4.36 0.54 -0.52
P -0.95 -1.93 1.13
N -1.43 -3.49 0.96
C 1.56 1.13 0.39
C 1.70 2.66 -0.19
O 1.06 1.01 1.65
H 5.11 -0.82 1.17
H 4.45 0.97 1.25
H 3.45 -0.54 2.02
H 3.53 -1.59 -0.59
H 4.00 0.17 -1.14
H 1.10 0.83 -2.21
H 2.31 -0.60 -2.42
H 0.54 -2.36 -2.06
H -0.24 -1.00 -3.11
H -2.59 -1.57 -1.34
H -3.54 0.13 2.33
H -1.91 1.14 2.33
H -3.65 2.03 2.15
H -4.44 1.11 -1.54
H -4.52 -0.62 -0.67
H -5.21 0.92 0.20
H 0.45 -1.90 1.51
H -1.70 -1.36 2.22
H -1.79 -3.59 -0.04
H 0.60 2.99 -0.52
H 2.00 3.43 0.66
H 2.37 2.77 -1.15
*
```

The calculation puts the HOMO energy at -7.836 eV. As for the SMILES: CCN(CC[Si@H](N=C(C)C)[PH2]=N)C(C)=O.

No. 7
C4H5BrClFN3O2 | the ωB97M-V functional and the def2-TZVPD basis

```
! wB97M-V def2-TZVPD RIJCOSX def2/J DEFGRID3
* xyz 1 1
C 1.06 2.04 -0.17
C -0.61 -0.59 0.52
C -0.20 -0.73 -1.85
C 1.63 -0.85 -0.34
N -0.01 2.30 0.17
N 2.68 2.14 -2.02
N 0.36 -0.64 -0.54
O 2.22 1.72 -0.46
O 3.66 1.68 -2.33
F 2.44 -0.85 -1.40
Cl -1.18 -2.22 -2.00
Br 2.47 -1.36 1.24
H -0.34 -1.03 1.42
H -0.88 0.59 0.59
H -1.53 -1.01 0.16
H 0.49 -0.86 -2.68
H -0.95 0.16 -2.13
*
```

The calculation puts the HOMO energy at -14.531 eV.

No. 8
C6H9NO | the ωB97M-V functional and the def2-TZVPD basis

```
! wB97M-V def2-TZVPD RIJCOSX def2/J DEFGRID3
* xyz 0 1
C -0.26 1.00 -2.41
C -0.29 0.50 -1.18
C -1.65 0.01 -0.67
C 0.94 0.61 -0.43
C 1.36 0.04 0.70
N 0.40 -0.55 1.54
C 0.76 -1.31 2.63
O -0.10 -1.65 3.41
H 0.62 1.49 -2.83
H -1.14 0.72 -3.05
H -2.21 0.85 0.00
H -2.40 -0.07 -1.57
H -1.61 -0.95 -0.25
H 1.89 0.91 -0.98
H 2.43 -0.12 0.96
H -0.65 0.16 1.56
H 1.93 -1.64 2.57
*
```

The calculation puts the HOMO energy at -8.252 eV. As for the SMILES: C=C(C)/C=C\NC=O.

Please write out number 8 again, unchanged.
C6H9NO | the ωB97M-V functional and the def2-TZVPD basis

```
! wB97M-V def2-TZVPD RIJCOSX def2/J DEFGRID3
* xyz 0 1
C -0.26 1.00 -2.41
C -0.29 0.50 -1.18
C -1.65 0.01 -0.67
C 0.94 0.61 -0.43
C 1.36 0.04 0.70
N 0.40 -0.55 1.54
C 0.76 -1.31 2.63
O -0.10 -1.65 3.41
H 0.62 1.49 -2.83
H -1.14 0.72 -3.05
H -2.21 0.85 0.00
H -2.40 -0.07 -1.57
H -1.61 -0.95 -0.25
H 1.89 0.91 -0.98
H 2.43 -0.12 0.96
H -0.65 0.16 1.56
H 1.93 -1.64 2.57
*
```

The calculation puts the HOMO energy at -8.252 eV. As for the SMILES: C=C(C)/C=C\NC=O.